Entry 1:
{
  "formula": "C3H12N3",
  "method": "ωB97M-V/def2-TZVPD",
  "orbital_gap_ha": 0.39666,
  "e_tot_ev": -7766.867,
  "relative_energy_kcal_mol": 86.78,
  "largest_force_ev_per_a": 6.3,
  "charge": 1,
  "homo_energy_ev": -13.79,
  "lumo_energy_ev": -3.00,
  "elements": ["C", "C", "C", "N", "N", "N", "H", "H", "H", "H", "H", "H", "H", "H", "H", "H", "H", "H"],
  "xyz": [[1.212371, 0.595443, -0.852502], [0.357021, -1.319525, 0.624590], [0.045402, 1.322543, 1.124816], [0.498814, 1.118136, 2.319171], [-1.973727, -0.153619, -1.693860], [0.216357, 0.123669, 0.208975], [1.458201, -0.123802, -1.656683], [1.009789, 1.475653, -1.264364], [2.306498, 0.695943, -0.441679], [0.568693, -1.932238, -0.189105], [1.193711, -1.558407, 1.293361], [-0.483666, -1.736987, 1.090880], [-2.264518, -1.053406, -1.587389], [0.260974, 1.929777, 2.873403], [0.941251, 0.296175, 2.735454], [-1.893196, 0.033774, -2.763530], [-2.795040, 0.340479, -1.464732], [-0.658936, -0.053609, -0.356805]],
  "atomic_forces_ev_per_a": [[4.31, -4.14, 2.02], [2.38, 0.68, 1.67], [-0.31, -0.86, -0.59], [-0.53, 0.20, -0.49], [1.80, 2.72, -2.81], [0.28, -0.94, -1.26], [-1.17, -0.13, 0.50], [-1.62, 3.67, -1.33], [-2.21, -0.04, 0.08], [0.20, -0.61, -1.93], [0.03, 0.69, 0.02], [-1.63, 0.15, 0.64], [-0.80, -3.52, -0.02], [0.59, -0.23, 0.73], [-0.18, 0.19, -0.07], [0.11, -0.62, 2.47], [-1.07, 1.21, 0.59], [-0.17, 1.58, -0.23]],
  "mulliken_charge": [-1.00, -1.04, -0.43, -0.11, -0.90, 0.45, 0.35, 0.45, 0.37, 0.39, 0.41, 0.43, 0.23, 0.31, 0.24, 0.28, 0.25, 0.31]
}

Entry 2:
{
  "formula": "C3H12N3O",
  "method": "ωB97M-V/def2-TZVPD",
  "orbital_gap_ha": [0.14979, 0.34809],
  "e_tot_ev": -9819.379,
  "relative_energy_kcal_mol": 45.84,
  "largest_force_ev_per_a": 0.9,
  "homo_energy_ev": [-3.46, -8.87],
  "s2": 0.750,
  "multiplicity": 2,
  "lumo_energy_ev": [0.62, 0.60],
  "elements": ["N", "C", "O", "H", "H", "H", "H", "H", "C", "C", "N", "N", "H", "H", "H", "H", "H", "H", "H"],
  "xyz": [[-1.360532, 1.798242, -0.969290], [-2.441434, 0.983581, -0.488075], [-2.951233, 1.503413, 0.743606], [-1.725708, 2.543955, -1.540867], [-0.847026, 2.188542, -0.188856], [-3.225370, 0.925349, -1.243676], [-2.101460, -0.039589, -0.296690], [-3.893076, 1.326511, 0.771233], [1.061359, -0.872709, -0.272410], [2.167201, -0.945391, 0.471553], [2.264540, -1.858104, 1.644358], [0.945371, -0.156422, -1.443952], [0.164464, -1.390909, 0.040495], [3.127190, -0.556564, 0.176303], [2.007058, -1.336199, 2.509699], [1.641195, -2.708514, 1.535291], [3.250996, -2.175294, 1.763001], [1.796883, 0.331092, -1.680144], [0.119582, 0.439010, -1.531579]],
  "atomic_forces_ev_per_a": [[-0.16, -0.29, -0.27], [-0.03, -0.23, 0.46], [-0.04, 0.06, -0.35], [0.10, 0.28, 0.10], [0.01, 0.04, 0.01], [0.02, 0.09, -0.09], [0.16, 0.05, -0.02], [-0.15, 0.00, 0.18], [-0.03, 0.29, 0.31], [0.14, -0.74, -0.10], [-0.48, 0.57, -0.52], [0.21, -0.05, -0.11], [-0.07, 0.05, 0.05], [-0.11, 0.32, -0.03], [0.00, -0.24, 0.13], [0.20, 0.11, 0.20], [0.16, -0.27, 0.12], [-0.07, 0.13, -0.13], [0.14, -0.18, 0.06]],
  "mulliken_charge": [-0.58, -0.10, -0.53, 0.23, 0.22, 0.31, 0.12, 0.30, -0.42, -0.90, -1.76, -0.52, 0.22, 0.20, 0.95, 0.74, 0.96, 0.22, 0.35]
}

Entry 3:
{
  "formula": "C3H12N3S",
  "method": "ωB97M-V/def2-TZVPD",
  "orbital_gap_ha": 0.31493,
  "e_tot_ev": -18602.143,
  "relative_energy_kcal_mol": 94.46,
  "largest_force_ev_per_a": 4.7,
  "charge": 1,
  "homo_energy_ev": -11.78,
  "lumo_energy_ev": -3.21,
  "elements": ["C", "C", "C", "N", "N", "N", "S", "H", "H", "H", "H", "H", "H", "H", "H", "H", "H", "H", "H"],
  "xyz": [[-0.704772, -1.752440, 0.578414], [2.763139, -0.996305, -1.045576], [0.585020, -1.495130, 0.040186], [-2.702358, 0.515829, -0.769994], [1.619962, -1.189872, -0.346923], [1.349233, 2.365472, 1.128308], [-4.086839, -0.080734, 0.131433], [-1.020604, -2.804796, 0.225360], [-0.468675, -1.935045, 1.608967], [-1.228517, -0.842333, 0.233372], [3.645960, -1.706028, -0.894474], [2.669337, -0.793322, -2.100629], [3.073997, 0.009714, -0.732275], [-2.907861, 1.482980, -0.799565], [-2.686138, 0.271432, -1.748615], [2.073827, 2.608188, 0.417987], [1.573331, 2.923509, 1.905495], [0.441254, 2.739397, 0.825121], [-3.989301, 0.679482, 1.343414]],
  "atomic_forces_ev_per_a": [[0.46, -1.79, -1.05], [4.28, 1.79, -0.60], [1.72, 0.31, -0.53], [0.51, 0.10, 1.11], [-2.98, -1.92, 0.54], [-0.05, -0.40, -1.90], [-0.47, 0.01, 1.01], [-0.04, 1.92, 0.04], [-0.63, 0.60, 1.06], [-0.98, -0.48, 0.62], [-1.69, 0.67, 0.22], [-0.85, -0.68, -0.49], [0.60, -0.24, 0.27], [0.29, 1.41, -0.17], [-0.64, -0.75, -0.14], [-1.05, -0.13, 0.62], [0.49, 0.67, 1.42], [0.60, -0.23, -0.21], [0.41, -0.86, -1.81]],
  "mulliken_charge": [-0.55, -0.66, 0.33, -0.67, 0.18, -0.69, -0.12, 0.35, 0.31, 0.13, 0.31, 0.36, 0.30, 0.29, 0.27, 0.24, 0.24, 0.22, 0.17]
}

Entry 4:
{
  "formula": "C3H12N4",
  "method": "ωB97M-V/def2-TZVPD",
  "orbital_gap_ha": 0.30886,
  "e_tot_ev": -9261.363,
  "relative_energy_kcal_mol": 113.96,
  "largest_force_ev_per_a": 2.3,
  "homo_energy_ev": -7.48,
  "lumo_energy_ev": 0.92,
  "elements": ["C", "C", "C", "H", "H", "H", "H", "H", "H", "H", "H", "N", "N", "N", "N", "H", "H", "H", "H"],
  "xyz": [[1.680180, 0.612823, 1.336100], [1.582032, 0.633666, -1.972526], [1.045702, -0.490822, 1.736525], [1.314622, 1.591776, 1.599579], [2.518826, 0.578685, 0.663098], [1.420218, -1.469373, 1.470387], [0.400269, -0.468090, 2.605645], [2.429105, 1.305812, -1.926027], [1.193580, 0.616727, -2.984962], [1.896907, -0.369964, -1.709113], [-0.734601, -0.365342, 0.719563], [-1.113795, 1.282504, -0.264742], [-2.695774, -1.780432, 0.062217], [-1.511021, 0.117574, 0.088545], [-2.569559, -0.461018, -0.299420], [0.786809, 0.987901, -1.309058], [-1.824418, 1.740173, -0.842098], [-2.142839, -2.052324, 0.875411], [-3.676242, -2.010276, 0.150878]],
  "atomic_forces_ev_per_a": [[-0.71, -0.36, -0.10], [-0.33, 0.13, -0.04], [1.22, 0.13, 0.76], [0.10, 0.15, 0.28], [0.03, -0.07, -0.28], [-0.01, -0.12, -0.17], [-0.56, 0.14, -0.26], [0.22, 0.13, -0.01], [0.01, 0.01, -0.21], [0.03, -0.15, 0.12], [-1.73, 0.72, -1.30], [0.29, 0.92, 0.48], [0.47, -0.73, 0.19], [0.80, -1.14, 0.32], [0.10, 0.78, 0.07], [0.29, -0.16, -0.12], [-0.05, -0.47, 0.06], [-0.32, 0.00, 0.00], [0.16, 0.09, 0.20]],
  "mulliken_charge": [-0.34, -0.96, -0.92, 0.23, 0.28, 0.30, 0.44, 0.29, 0.31, 0.24, 0.31, -0.98, -0.39, 1.01, -0.62, 0.13, 0.22, 0.18, 0.27]
}

Entry 5:
{
  "formula": "C3H12N4",
  "method": "ωB97M-V/def2-TZVPD",
  "orbital_gap_ha": 0.34822,
  "e_tot_ev": -9265.473,
  "relative_energy_kcal_mol": 19.17,
  "largest_force_ev_per_a": 3.8,
  "homo_energy_ev": -8.64,
  "lumo_energy_ev": 0.83,
  "elements": ["C", "N", "C", "N", "N", "C", "N", "H", "H", "H", "H", "H", "H", "H", "H", "H", "H", "H", "H"],
  "xyz": [[-2.376448, 0.151916, 0.276168], [-1.164747, 0.706982, -0.286714], [0.174455, -0.097260, 0.025543], [0.286395, -0.423302, 1.401210], [0.401504, -1.244025, -0.821468], [1.103452, 1.043926, -0.341712], [2.581755, 0.612185, -0.214327], [-2.528440, -0.920055, 0.056642], [-3.237338, 0.699880, -0.109070], [-2.348848, 0.281273, 1.358825], [-1.249504, 0.755780, -1.297183], [-0.517814, -0.884384, 1.804201], [1.093184, -1.003929, 1.591862], [0.450555, -1.011392, -1.805117], [-0.171022, -2.043058, -0.578623], [0.994428, 1.329429, -1.387552], [0.967815, 1.883613, 0.333674], [2.810113, 0.396914, 0.751761], [2.730505, -0.234492, -0.758120]],
  "atomic_forces_ev_per_a": [[0.06, -0.31, 0.01], [1.00, -1.29, 0.94], [-2.07, 2.03, -1.69], [-0.34, 0.04, 0.92], [0.30, 0.15, 0.30], [3.53, -1.45, 0.42], [-1.23, 0.69, -0.29], [-0.07, 0.08, 0.03], [0.00, -0.03, 0.07], [-0.16, 0.00, 0.02], [0.19, -0.15, 0.10], [-0.13, 0.02, -0.20], [0.02, 0.09, -0.26], [-0.33, -0.31, 0.07], [-0.03, 0.17, -0.38], [-0.27, 0.15, 0.07], [-0.24, -0.08, -0.20], [-0.15, 0.07, -0.11], [-0.10, 0.11, 0.19]],
  "mulliken_charge": [-0.91, -0.37, 0.66, -0.66, -0.56, -0.88, -0.69, 0.29, 0.33, 0.28, 0.27, 0.23, 0.26, 0.20, 0.20, 0.37, 0.42, 0.26, 0.29]
}

Entry 6:
{
  "formula": "C3H12N4",
  "method": "ωB97M-V/def2-TZVPD",
  "orbital_gap_ha": 0.40734,
  "e_tot_ev": -9249.345,
  "relative_energy_kcal_mol": 15.71,
  "largest_force_ev_per_a": 7.1,
  "charge": 2,
  "homo_energy_ev": -16.01,
  "lumo_energy_ev": -4.92,
  "elements": ["C", "C", "C", "N", "N", "N", "N", "H", "H", "H", "H", "H", "H", "H", "H", "H", "H", "H", "H"],
  "xyz": [[8.596066, 0.921882, -1.188284], [-12.300600, 0.205291, -0.490273], [10.140040, -1.524105, 1.598968], [7.670875, 1.730609, -1.564974], [9.416492, 0.134858, -0.856577], [9.918177, -1.708868, 0.393591], [-12.925254, 0.503117, 0.780740], [-12.157766, -0.903396, -0.624932], [-12.888451, 0.781645, -1.233701], [-11.210266, 0.538633, -0.625655], [10.229534, -0.549389, 2.004093], [10.425225, -2.216962, 2.296677], [6.710023, 1.459838, -1.194561], [-13.914113, 0.252382, 0.639285], [7.856523, 2.538283, -2.104101], [10.065237, -2.655126, -0.039765], [9.869087, -0.869137, -0.464705], [-12.650530, -0.110753, 1.547187], [-12.850295, 1.471192, 1.126991]],
  "atomic_forces_ev_per_a": [[3.33, -2.93, 0.82], [2.93, -0.08, -2.37], [0.53, 1.38, 0.08], [-2.54, -1.33, 1.50], [-3.32, 5.50, -2.91], [1.26, -3.43, -2.09], [-1.10, -0.36, 1.48], [-1.07, 1.12, -0.08], [0.41, -1.04, 0.05], [-1.65, 0.08, 0.88], [-0.52, 1.33, -0.03], [0.31, -2.43, 1.36], [1.61, 1.08, -1.01], [0.02, 0.55, 0.35], [-0.01, 0.80, -0.50], [-0.49, 0.69, 1.20], [-0.13, -0.68, 1.58], [0.48, -0.02, 0.10], [-0.05, -0.25, -0.39]],
  "mulliken_charge": [0.32, -0.72, -0.18, -0.40, -0.27, -0.31, -0.32, 0.31, 0.33, 0.31, 0.25, 0.31, 0.28, 0.39, 0.26, 0.25, 0.49, 0.35, 0.35]
}

Entry 7:
{
  "formula": "C3H12N4O",
  "method": "ωB97M-V/def2-TZVPD",
  "orbital_gap_ha": 0.34366,
  "e_tot_ev": -11309.685,
  "relative_energy_kcal_mol": 108.95,
  "largest_force_ev_per_a": 2.4,
  "homo_energy_ev": -8.51,
  "lumo_energy_ev": 0.84,
  "elements": ["H", "N", "C", "N", "C", "O", "H", "H", "H", "H", "H", "C", "N", "N", "H", "H", "H", "H", "H", "H"],
  "xyz": [[-2.156557, -1.054059, 1.009566], [-1.223820, -1.222197, 0.643462], [-0.412004, -0.270240, 0.884758], [1.049095, -0.480647, 0.788700], [1.589603, -1.808209, 0.684681], [1.848527, 0.400797, 1.535533], [-0.599074, 0.634201, 1.471302], [2.552243, -1.785794, 0.170283], [0.866025, -2.399058, 0.126787], [1.720124, -2.277309, 1.670268], [1.821467, 0.134612, 2.469270], [-0.974345, 2.161885, -0.904003], [-0.409217, 0.826282, -0.961919], [-1.086416, -0.008865, -1.902229], [-0.428220, 2.734343, -0.156146], [-0.931416, 2.683521, -1.867032], [-2.018425, 2.072904, -0.609521], [0.627153, 0.810100, -1.043059], [-0.449340, -0.315927, -2.635613], [-1.385403, -0.836339, -1.375090]],
  "atomic_forces_ev_per_a": [[0.11, 0.29, -0.28], [0.13, -0.62, 0.39], [2.06, -0.39, 1.11], [-1.45, 0.15, -0.44], [-0.14, -0.06, 0.29], [-0.42, 0.03, -0.09], [-0.10, -0.05, -0.16], [-0.10, 0.01, 0.02], [0.07, -0.04, -0.02], [0.03, -0.05, 0.00], [-0.14, -0.16, -0.05], [0.16, -0.15, -0.36], [0.71, 0.43, -0.91], [0.40, 0.31, 0.08], [0.01, 0.07, 0.06], [-0.03, 0.03, 0.08], [-0.06, 0.06, 0.05], [-1.21, 0.03, -0.10], [-0.15, 0.13, 0.22], [0.13, -0.03, 0.11]],
  "mulliken_charge": [0.18, -0.90, 0.24, 0.10, -0.99, -0.45, 0.44, 0.29, 0.36, 0.29, 0.33, -0.87, 0.04, -0.80, 0.33, 0.29, 0.28, 0.30, 0.24, 0.30]
}

Entry 8:
{
  "formula": "C3H12N4O2",
  "method": "ωB97M-V/def2-TZVPD",
  "orbital_gap_ha": 0.37685,
  "e_tot_ev": -13356.651,
  "relative_energy_kcal_mol": 81.39,
  "largest_force_ev_per_a": 1.0,
  "homo_energy_ev": -9.35,
  "lumo_energy_ev": 0.90,
  "elements": ["C", "C", "N", "C", "O", "O", "H", "H", "H", "H", "H", "H", "H", "N", "N", "N", "H", "H", "H", "H", "H"],
  "xyz": [[-0.246999, 1.138991, 2.085094], [0.473829, -1.375001, 0.912845], [-0.168043, 1.004434, 0.629913], [-0.335313, -0.362911, 0.127857], [-1.221878, 1.805242, 0.074609], [-1.628651, -0.716473, -0.131691], [-1.980306, 1.179961, 0.047944], [-1.154955, 0.684781, 2.500688], [-0.246661, 2.203191, 2.309261], [0.632482, 0.689126, 2.542094], [0.011816, -1.511224, 1.889395], [1.510490, -1.058735, 1.044182], [0.445037, -2.324914, 0.388147], [0.066292, -0.325563, -1.446361], [0.862947, -1.429475, -1.856341], [0.542711, 0.904498, -2.006478], [-1.195062, -0.649665, -1.323620], [0.813263, -1.451561, -2.870530], [1.834536, -1.241788, -1.609559], [-0.240879, 1.552290, -1.960360], [1.225344, 1.284796, -1.347090]],
  "atomic_forces_ev_per_a": [[-0.06, -0.04, -0.13], [-0.09, 0.13, -0.06], [-0.18, 0.02, -0.16], [0.13, 0.16, -0.64], [0.19, -0.35, 0.17], [0.15, -0.09, -0.56], [0.12, 0.03, 0.01], [0.03, 0.01, -0.01], [0.00, -0.04, -0.02], [-0.02, -0.01, -0.02], [0.01, 0.03, 0.01], [-0.01, 0.00, 0.02], [0.00, 0.03, -0.01], [0.27, 0.07, 0.20], [0.01, 0.15, 0.17], [-0.04, -0.25, 0.12], [-0.43, 0.16, 0.85], [0.00, 0.05, 0.08], [-0.05, 0.02, -0.06], [0.05, -0.06, 0.04], [-0.07, -0.03, -0.02]],
  "mulliken_charge": [-0.94, -2.11, -0.09, 0.99, -0.46, -0.85, 0.42, 0.31, 0.29, 0.35, 0.44, 0.39, 0.50, 0.46, -0.63, -0.74, 0.51, 0.28, 0.22, 0.34, 0.31]
}